[1]
{"formula": "C30H32AlClN3SSi2", "method": "ωB97M-V/def2-TZVPD", "e_homo_ev": [-9.12, -9.07], "multiplicity": 1, "mol_weight_g_mol": 585.3, "charge": 1, "lumo_ev": [-5.0051, -5.1504], "elements": ["C", "C", "C", "H", "C", "C", "H", "H", "H", "H", "Al", "Si", "C", "C", "H", "C", "H", "C", "H", "C", "H", "C", "H", "C", "C", "H", "C", "H", "C", "H", "C", "H", "C", "H", "H", "Si", "C", "C", "H", "C", "H", "C", "H", "C", "H", "C", "H", "C", "C", "H", "C", "H", "C", "H", "C", "H", "C", "H", "H", "Cl", "N", "N", "C", "N", "S", "H", "H", "H", "H", "H"], "positions_angstrom": [[-0.0619, 2.0458, 1.5615], [-1.0243, 2.7834, 0.7460], [-1.8165, 3.5979, 1.6245], [-0.9809, 2.9003, -0.3252], [-1.3631, 3.3673, 2.9646], [-0.2962, 2.4200, 2.9301], [0.3138, 2.1288, 3.7906], [0.8442, 1.6336, 1.1983], [-2.5688, 4.3613, 1.3247], [-1.7410, 3.8927, 3.8549], [-1.8182, 0.8452, 1.3020], [-4.4401, -2.6816, -1.1105], [-5.5195, -1.8339, -2.4355], [-6.8924, -2.0891, -2.6245], [-7.4044, -2.8378, -2.0255], [-7.6507, -1.4010, -3.6008], [-8.7232, -1.6447, -3.7605], [-7.0332, -0.4100, -4.3840], [-7.6089, 0.1159, -5.1536], [-5.6661, -0.1439, -4.2178], [-5.1655, 0.6162, -4.8550], [-4.9231, -0.8910, -3.2812], [-3.8501, -0.7321, -3.2476], [-3.6965, -1.4346, 0.0636], [-3.4308, -0.1698, -0.4623], [-3.2443, -0.0705, -1.5590], [-3.4863, 1.0664, 0.2946], [-3.5050, 2.1212, 0.0877], [-3.0256, 0.4290, 2.7616], [-3.3580, 1.2153, 3.4114], [-3.3531, -0.9847, 2.6799], [-3.3602, -1.5991, 3.6194], [-3.9924, -1.5970, 1.4714], [-4.6806, -2.3998, 1.7363], [-1.2912, -1.2003, -1.0918], [-4.5187, 0.3537, 1.5343], [-5.7843, 0.7716, 3.0137], [-6.2017, 2.0675, 3.1985], [-6.0162, 2.8402, 2.4473], [-6.9350, 2.3635, 4.3620], [-7.2445, 3.3806, 4.5593], [-7.2569, 1.3526, 5.2801], [-7.7768, 1.5934, 6.2011], [-6.8627, 0.0486, 5.0102], [-7.1304, -0.7652, 5.6995], [-6.1123, -0.2623, 3.8722], [-5.8312, -1.3056, 3.6798], [-6.1585, 0.5056, 0.4975], [-6.2402, 1.3871, -0.5582], [-5.4128, 2.0273, -0.8625], [-7.4341, 1.4260, -1.2646], [-7.5229, 2.0972, -2.1121], [-8.5035, 0.6024, -0.9131], [-9.4530, 0.6660, -1.4528], [-8.3455, -0.3240, 0.1174], [-9.1460, -1.0115, 0.3843], [-7.1497, -0.3991, 0.8079], [-7.0327, -1.1428, 1.6012], [-3.4192, -3.3797, -1.6085], [-5.8199, -3.7152, 0.0476], [-0.7305, -0.6133, 2.2843], [0.5289, -0.8848, 1.6435], [0.5791, -0.7580, 0.2948], [1.7195, -1.1617, -0.2939], [-0.6489, -0.0237, -0.6650], [-1.3210, -1.4588, 2.3268], [-0.5570, -0.3476, 3.2523], [1.0562, -1.6399, 2.0963], [1.8652, -1.0430, -1.2765], [2.5042, -1.5058, 0.2400]], "atomic_forces_ev_per_a": [[-1.079, 1.373, 0.795], [-0.009, 1.275, 1.181], [0.840, -0.286, 0.344], [-0.052, -0.137, -0.118], [0.551, -0.289, -0.759], [-0.560, 1.003, -0.391], [-0.341, -0.054, -0.365], [0.647, -0.272, -0.309], [0.558, -0.989, 0.218], [0.183, -0.529, -0.539], [-0.673, 1.529, 1.813], [-3.647, 2.537, 0.785], [-0.004, -0.204, -0.195], [-0.326, 0.375, -0.442], [0.156, 0.140, -0.002], [0.457, -0.040, 0.095], [0.945, 0.198, 0.241], [0.091, -0.358, 0.215], [0.239, -0.140, 0.382], [0.150, -0.248, -0.041], [-0.394, -0.667, 0.546], [-0.534, 0.495, -0.639], [-0.030, 0.063, -0.045], [0.328, 1.066, -1.631], [-0.511, 0.927, -2.003], [-0.016, -0.367, 0.754], [1.008, -1.491, -1.842], [-0.164, -0.142, -1.242], [1.531, -1.821, -0.048], [0.467, -0.675, 1.884], [-0.083, 0.535, 1.171], [-1.282, 0.501, -0.732], [0.834, 0.942, 2.433], [0.650, -0.061, 0.015], [0.090, 0.462, 0.679], [-6.195, 1.263, 1.948], [2.509, -0.859, -0.992], [-0.942, 0.431, 1.089], [0.072, -0.152, 0.291], [0.079, -0.282, -0.148], [-0.057, 0.066, 0.011], [0.402, 0.403, -0.495], [-0.045, -0.041, -0.160], [-0.102, -0.894, 0.222], [0.041, 0.446, -0.245], [-0.614, 0.475, 0.987], [0.040, 0.453, 0.158], [2.589, -1.121, -0.089], [-1.108, -0.073, -0.423], [-0.258, -0.175, 0.112], [-0.420, 0.267, -0.333], [-0.159, 0.030, 0.023], [0.017, 0.030, -0.037], [0.376, -0.030, 0.151], [-0.419, -0.303, -0.062], [-0.023, 0.157, -0.180], [-1.004, 0.131, -0.354], [-0.015, 0.323, -0.233], [2.465, -2.368, -1.461], [0.416, -0.399, -0.286], [1.343, -1.284, -1.094], [-1.132, -1.043, -0.061], [2.537, -1.013, 0.344], [-0.864, 0.228, 0.715], [0.279, -0.598, -0.582], [0.201, 0.081, -0.202], [-0.077, 0.541, -0.120], [0.156, 0.577, -0.402], [-0.099, 0.118, -0.367], [-0.011, -0.037, 0.068]], "mulliken_charge": [-0.264, -0.485, -0.542, 0.693, -0.639, -1.079, 0.476, 1.109, 0.468, 0.503, -0.721, 0.544, 0.653, -0.181, 0.349, -0.638, 0.391, -0.501, 0.397, -0.801, 0.363, -0.368, 0.409, 1.035, -2.450, 0.874, -0.066, 1.123, -0.430, 1.031, -1.691, 0.066, -0.295, 0.492, 0.355, 1.616, 0.574, -0.243, 0.389, -0.836, 0.418, -0.662, 0.414, -0.966, 0.391, -0.061, 0.230, 0.472, -0.498, 0.236, -0.621, 0.472, -0.784, 0.430, -1.027, 0.419, -0.115, 0.319, -0.348, -0.282, -0.278, -0.570, 0.541, -0.401, -0.238, 0.543, 0.487, 0.341, 0.254, 0.207]}



[2]
{"formula": "C16H18Cl4N2O4", "method": "ωB97M-V/def2-TZVPD", "relative_energy_ev": 1.328, "e_homo_ev": -9.92, "multiplicity": 1, "mol_weight_g_mol": 444.1, "lumo_ev": -0.7876, "smiles": "O=[N+]([O-])c1ccccc1.O=[N+]([O-])c1ccccc1.ClCCCl.ClCCCl", "elements": ["O", "N", "O", "C", "C", "C", "C", "C", "C", "H", "H", "H", "H", "H", "O", "N", "O", "C", "C", "C", "C", "C", "C", "H", "H", "H", "H", "H", "Cl", "C", "C", "Cl", "H", "H", "H", "H", "Cl", "C", "C", "Cl", "H", "H", "H", "H"], "positions_angstrom": [[0.0018, 0.8658, 2.6392], [0.0911, 1.0443, 1.4520], [1.1087, 0.6957, 0.7985], [-1.0974, 1.5347, 0.6763], [-2.3866, 1.5197, 1.1984], [-3.4347, 2.0035, 0.4198], [-3.2172, 2.4446, -0.8968], [-1.9501, 2.3240, -1.4609], [-0.9065, 1.9170, -0.6387], [-2.5549, 1.2143, 2.2206], [-4.4203, 2.1368, 0.8408], [-3.9916, 2.7692, -1.5761], [-1.7580, 2.5767, -2.4932], [0.0978, 1.8779, -1.0341], [10.2086, -1.0099, -0.0024], [9.0259, -0.6769, 0.1341], [8.6083, 0.4479, 0.3740], [8.0266, -1.7115, -0.1677], [6.6688, -1.3415, -0.1844], [5.6793, -2.3004, -0.5384], [6.0631, -3.5638, -0.8078], [7.4125, -4.0554, -0.7287], [8.3624, -3.0703, -0.3952], [6.2272, -0.4035, 0.1185], [4.6428, -2.0311, -0.3990], [5.3204, -4.2726, -1.1428], [7.6269, -5.0419, -1.1125], [9.3777, -3.4045, -0.2405], [-1.6082, -5.2930, 2.7109], [-0.4810, -3.9371, 2.9098], [0.9447, -4.3670, 2.6049], [1.1354, -5.0277, 0.9328], [-0.5977, -3.5110, 3.9063], [-0.7006, -3.0374, 2.3349], [1.4296, -5.0417, 3.3104], [1.5849, -3.4881, 2.6811], [-8.1257, 5.4238, -2.9804], [-9.4762, 4.5631, -2.2949], [-10.6646, 5.5982, -2.1101], [-11.1981, 6.4033, -3.6191], [-9.3287, 3.9861, -1.3820], [-9.7839, 3.8211, -3.0317], [-10.4147, 6.3115, -1.3247], [-11.5478, 5.1072, -1.7014]], "atomic_forces_ev_per_a": [[-0.551, 0.447, 0.320], [1.443, -1.501, -1.640], [-1.997, 1.142, 0.882], [-0.215, -0.052, -0.392], [0.207, 0.407, 0.369], [0.172, 0.621, -0.583], [0.514, -0.851, -0.169], [-0.034, 0.068, 1.071], [0.878, -0.090, -0.453], [-0.003, -0.070, 0.035], [-0.042, -0.305, 0.128], [-0.427, 0.145, 0.427], [-0.014, 0.064, 0.014], [0.071, -0.059, -0.013], [-1.272, 0.660, 0.549], [0.749, -0.198, -0.865], [0.672, -0.872, 0.100], [-2.085, -0.853, 0.131], [-0.547, -0.987, -0.155], [1.333, 1.680, 1.374], [1.143, -2.752, -0.848], [-1.395, 3.281, -0.295], [0.250, -0.563, 0.144], [0.859, 0.418, -0.074], [-0.082, 0.032, -0.461], [-0.230, -0.150, 0.144], [0.321, -0.043, 0.523], [0.260, 0.347, -0.257], [-0.197, 0.384, -0.014], [0.594, 0.354, 0.172], [0.605, 0.539, 0.147], [-0.059, 0.253, 0.616], [0.333, -0.661, 0.389], [-0.478, -0.570, -0.820], [-0.658, -0.482, -0.138], [-0.120, 0.222, -0.360], [0.962, 0.007, 0.225], [-2.638, 0.609, -0.678], [0.414, -1.143, 0.667], [0.370, -0.211, 0.490], [0.568, 0.588, 0.199], [-0.020, 0.105, -0.102], [0.300, 0.400, -0.512], [0.047, -0.359, -0.285]], "mulliken_charge": [-0.566, 0.925, -0.558, 0.094, -0.276, -0.461, -0.387, -0.500, -0.199, 0.422, 0.358, 0.380, 0.379, 0.391, -0.571, 0.941, -0.564, -0.060, -0.042, -0.696, -0.144, -0.681, -0.126, 0.399, 0.435, 0.341, 0.376, 0.391, -0.171, -0.339, -0.462, -0.185, 0.308, 0.225, 0.334, 0.291, -0.170, -0.382, -0.511, -0.164, 0.312, 0.276, 0.334, 0.306]}



[3]
{"formula": "C5H12IN2", "method": "ωB97M-V/def2-TZVPD", "relative_energy_ev": 5.334, "e_homo_ev": [-12.65, -12.65], "multiplicity": 1, "mol_weight_g_mol": 227.1, "charge": 1, "lumo_ev": [-5.5950, -5.5962], "elements": ["C", "C", "C", "C", "C", "N", "N", "I", "H", "H", "H", "H", "H", "H", "H", "H", "H", "H", "H", "H"], "positions_angstrom": [[0.1463, 0.5163, 1.3502], [-1.6967, 2.3626, 0.0806], [-2.5949, -0.0378, 0.0785], [2.2418, -0.7301, 1.1846], [-1.6442, 0.9578, -0.3553], [1.2095, -0.0381, 1.2688], [2.7774, -2.3873, -1.7087], [-0.4173, 0.4980, -2.0563], [-0.5141, 0.5536, 2.2344], [-2.0764, 2.8873, -0.6797], [-2.2363, 2.2743, 0.9806], [-0.6489, 2.6288, 0.2876], [-3.5542, 0.0058, -0.4232], [-2.8708, 0.1292, 1.1449], [-2.4538, -1.1621, 0.0321], [2.1625, -1.8926, 0.9619], [3.2644, -0.3006, 1.3715], [3.1456, -2.7785, -2.5437], [2.1619, -1.5570, -1.9862], [3.5983, -1.9295, -1.2226]], "atomic_forces_ev_per_a": [[-2.952, 0.322, -0.760], [2.791, -2.887, 2.018], [-1.017, -2.191, 1.983], [2.070, -2.667, -0.429], [2.901, -1.338, -1.170], [0.172, -0.364, 0.766], [-0.285, 2.827, 1.422], [-0.913, 0.296, 0.819], [0.934, -0.033, 0.014], [-1.824, 2.568, -2.624], [-0.954, 1.014, 1.096], [-0.694, 0.506, -0.257], [-0.351, 0.762, -0.592], [0.157, 0.217, -0.529], [0.914, 1.406, -0.418], [0.018, 2.631, 0.378], [-1.285, -0.267, -0.326], [0.288, -0.385, -0.893], [1.162, -1.644, 0.326], [-1.130, -0.771, -0.824]], "mulliken_charge": [-0.311, -1.135, -1.095, -0.356, 0.272, 0.082, -0.658, 0.304, 0.312, 0.510, 0.338, 0.398, 0.406, 0.305, 0.382, 0.307, 0.291, 0.249, 0.161, 0.237]}